<one>
{"formula": "C2H4OS", "method": "the ωB97M-V functional and the def2-TZVPD basis", "charge": 0, "lumo_ev": [0.4, -1.2], "spin_multiplicity": 1, "symbols": ["C", "C", "O", "S", "H", "H", "H", "H"], "xyz": [[-1.088, 0.083, 0.306], [-1.775, -0.749, -0.349], [2.629, 0.972, 0.578], [2.150, -0.511, 0.219], [-0.536, 0.974, 0.687], [-1.172, -1.550, -0.722], [-2.826, -0.878, -0.611], [2.619, 1.659, -0.108]]}

=====

<two>
{"formula": "C2H4OS", "method": "the ωB97M-V functional and the def2-TZVPD basis", "charge": 0, "smiles": "C=C.O=S", "lumo_ev": [-1.6, -1.6], "spin_multiplicity": 1, "symbols": ["C", "C", "H", "H", "H", "H", "O", "S"], "xyz": [[-0.919, 0.468, -0.708], [-0.968, -0.747, -0.245], [-1.270, 1.235, 0.019], [-0.497, 0.634, -1.682], [-1.359, -1.021, 0.715], [-0.713, -1.516, -0.993], [2.501, 1.093, 1.658], [3.225, -0.146, 1.236]]}

=====

Energy ordering: <two> at the bottom, the next structure 2.256 eV above.

=====

<one>
{"formula": "C2H4OS", "method": "the ωB97M-V functional and the def2-TZVPD basis", "charge": 0, "lumo_ev": 0.9, "spin_multiplicity": 1, "symbols": ["C", "C", "O", "S", "H", "H", "H", "H"], "xyz": [[-0.263, 0.710, -0.262], [-0.096, -0.616, 0.379], [-2.775, -0.240, -0.625], [-1.878, 0.119, 0.474], [0.077, 1.652, 0.281], [-0.482, 0.782, -1.360], [-0.053, -1.528, -0.213], [0.408, -0.736, 1.408]]}

=====

<two>
{"formula": "C2H4OS", "method": "the ωB97M-V functional and the def2-TZVPD basis", "charge": 0, "smiles": "O=CCS", "lumo_ev": 0.8, "spin_multiplicity": 1, "symbols": ["O", "C", "C", "S", "H", "H", "H", "H"], "xyz": [[1.696, -0.852, 0.073], [1.472, 0.304, -0.084], [0.039, 0.887, 0.115], [-1.423, -0.248, -0.111], [2.285, 1.007, -0.380], [-0.176, 1.597, -0.650], [0.006, 1.546, 0.995], [-1.974, -0.503, 1.034]]}

=====

<three>
{"formula": "C2H4OS", "method": "the ωB97M-V functional and the def2-TZVPD basis", "charge": 0, "lumo_ev": -0.1, "spin_multiplicity": 1, "symbols": ["C", "C", "O", "S", "H", "H", "H", "H"], "xyz": [[2.004, -0.930, 0.192], [-0.723, 0.501, -0.616], [-0.704, 0.011, 0.745], [1.911, -1.969, 1.352], [-0.269, 0.664, 1.310], [0.276, 0.717, -0.913], [-1.521, 1.329, -0.771], [-0.974, -0.323, -1.297]]}

=====

Energy ordering: <two> at the bottom, the next structure 0.921 eV above.

=====

<one>
{"formula": "C3H5PS", "method": "the ωB97M-V functional and the def2-TZVPD basis", "charge": 0, "lumo_ev": [-0.9, -0.8], "spin_multiplicity": 1, "symbols": ["C", "C", "C", "P", "S", "H", "H", "H", "H", "H"], "xyz": [[-0.024, -0.329, -0.101], [0.867, 0.552, 0.694], [-0.533, 0.716, 0.883], [-0.589, 0.067, -1.814], [0.952, -0.165, 2.380], [0.031, -1.371, 0.144], [1.511, 1.340, 0.451], [-1.216, 0.895, 1.714], [-1.456, -1.013, -2.065], [0.457, -0.692, -2.286]]}

=====

<two>
{"formula": "C3H5PS", "method": "the ωB97M-V functional and the def2-TZVPD basis", "charge": 0, "smiles": "SC[C@@H]1C=P1", "lumo_ev": 0.2, "spin_multiplicity": 1, "symbols": ["S", "C", "C", "C", "P", "H", "H", "H", "H", "H"], "xyz": [[0.668, -1.794, 0.839], [0.509, -0.738, -0.679], [-0.569, 0.485, -0.376], [-0.962, 1.605, 0.624], [-1.883, 0.260, 0.863], [1.920, -1.354, 1.349], [1.476, -0.223, -0.694], [0.089, -1.348, -1.394], [-0.825, 0.650, -1.429], [-0.423, 2.456, 0.897]]}

=====

Energy ordering: <two> at the bottom, the next structure 0.892 eV above.

=====

<one>
{"formula": "C3H5PS", "method": "the ωB97M-V functional and the def2-TZVPD basis", "charge": 0, "smiles": "P/C=C/C=S", "lumo_ev": [-1.3, -1.3], "spin_multiplicity": 1, "symbols": ["P", "C", "C", "C", "S", "H", "H", "H", "H", "H"], "xyz": [[-1.726, -0.698, -0.336], [-0.428, 0.418, -0.197], [0.958, 0.076, -0.157], [2.383, 0.668, -0.341], [3.658, -0.431, -0.312], [-2.537, -0.530, 0.897], [-1.012, -1.820, 0.310], [-0.729, 1.572, -0.172], [1.295, -1.019, -0.185], [2.554, 1.674, -0.149]]}

=====

<two>
{"formula": "C3H5PS", "method": "the ωB97M-V functional and the def2-TZVPD basis", "charge": 0, "smiles": "P/C=C/C=S", "lumo_ev": -0.8, "spin_multiplicity": 1, "symbols": ["P", "C", "C", "C", "S", "H", "H", "H", "H", "H"], "xyz": [[-1.790, -0.719, -0.303], [-0.389, 0.399, -0.292], [0.989, 0.074, -0.290], [2.429, 0.616, -0.149], [3.661, -0.400, -0.325], [-2.087, 0.003, 0.913], [-0.949, -1.737, 0.320], [-0.741, 1.520, -0.336], [1.192, -0.957, -0.319], [2.651, 1.621, -0.065]]}

=====

Energy ordering: <two> at the bottom, the next structure 0.297 eV above.

=====

<one>
{"formula": "C14H42O7", "method": "the ωB97M-V functional and the def2-TZVPD basis", "charge": 1, "lumo_ev": [-2.7, -9.6], "spin_multiplicity": 2, "symbols": ["C", "C", "O", "H", "H", "H", "H", "H", "H", "C", "C", "O", "H", "H", "H", "H", "H", "H", "C", "C", "O", "H", "H", "H", "H", "H", "H", "C", "C", "O", "H", "H", "H", "H", "H", "H", "C", "C", "O", "H", "H", "H", "H", "H", "H", "C", "C", "O", "H", "H", "H", "H", "H", "H", "C", "C", "O", "H", "H", "H", "H", "H", "H"], "xyz": [[0.404, 4.609, -2.837], [1.309, 5.949, -2.774], [0.644, 6.991, -2.122], [0.075, 4.127, -1.916], [0.782, 3.876, -3.549], [-0.577, 4.842, -3.252], [1.670, 6.247, -3.759], [2.238, 5.709, -2.258], [1.260, 7.671, -1.839], [-1.680, 1.726, 3.532], [-0.339, 1.049, 3.602], [-0.518, -0.242, 3.915], [-1.752, 2.795, 3.733], [-2.499, 1.365, 4.155], [-1.956, 1.736, 2.477], [0.185, 1.466, 4.462], [0.256, 1.251, 2.711], [-0.857, -0.621, 3.100], [-2.811, -2.823, 3.359], [-3.046, -1.978, 2.152], [-1.804, -1.485, 1.641], [-2.077, -2.324, 3.993], [-2.490, -3.817, 3.049], [-3.773, -2.956, 3.854], [-3.544, -1.055, 2.450], [-3.523, -2.498, 1.322], [-1.109, -2.146, 1.611], [3.244, -0.704, 2.499], [3.629, -2.116, 3.108], [3.317, -3.098, 2.160], [2.298, -0.764, 1.961], [3.981, -0.389, 1.761], [3.154, 0.046, 3.285], [3.022, -2.385, 3.972], [4.681, -2.175, 3.387], [3.773, -2.754, 1.388], [-3.768, -0.982, -3.097], [-4.505, -1.755, -4.238], [-3.507, -2.447, -4.941], [-4.570, -0.462, -2.572], [-3.058, -0.221, -3.421], [-3.202, -1.695, -2.498], [-5.021, -0.965, -4.784], [-5.344, -2.410, -4.004], [-2.901, -1.897, -5.443], [-0.503, 1.116, -1.481], [-0.059, 1.186, -0.013], [1.049, 0.408, 0.287], [0.303, 1.417, -2.151], [-1.124, 1.984, -1.701], [-0.928, 0.136, -1.696], [-0.893, 0.899, 0.628], [0.124, 2.236, 0.213], [0.764, -0.503, 0.191], [2.662, -1.992, -1.233], [3.793, -2.795, -1.770], [4.884, -1.975, -1.981], [2.524, -1.240, -2.010], [2.833, -1.617, -0.224], [1.797, -2.654, -1.216], [3.579, -3.265, -2.730], [3.994, -3.695, -1.190], [5.513, -1.937, -1.257]]}

=====

<two>
{"formula": "C14H42O7", "method": "the ωB97M-V functional and the def2-TZVPD basis", "charge": 1, "lumo_ev": [-2.7, -9.4], "spin_multiplicity": 2, "symbols": ["C", "C", "O", "H", "H", "H", "H", "H", "H", "C", "C", "O", "H", "H", "H", "H", "H", "H", "C", "C", "O", "H", "H", "H", "H", "H", "H", "C", "C", "O", "H", "H", "H", "H", "H", "H", "C", "C", "O", "H", "H", "H", "H", "H", "H", "C", "C", "O", "H", "H", "H", "H", "H", "H", "C", "C", "O", "H", "H", "H", "H", "H", "H"], "xyz": [[-0.067, -0.924, -0.573], [-0.275, 0.433, 0.107], [0.150, 1.396, -0.843], [-0.178, -1.735, 0.147], [0.947, -1.080, -0.941], [-0.784, -1.180, -1.353], [0.355, 0.579, 0.984], [-1.335, 0.629, 0.267], [-0.040, 2.261, -0.472], [-2.001, 3.871, -1.226], [-1.151, 4.694, -0.209], [0.126, 4.061, 0.063], [-2.313, 2.921, -0.792], [-1.400, 3.797, -2.132], [-2.928, 4.409, -1.423], [-1.691, 4.867, 0.723], [-0.931, 5.662, -0.659], [0.809, 4.647, -0.272], [-0.255, 0.398, -5.338], [-0.250, 0.857, -3.876], [1.011, 0.465, -3.336], [-1.130, 0.831, -5.823], [-0.258, -0.685, -5.457], [0.619, 0.837, -5.819], [-1.076, 0.417, -3.317], [-0.291, 1.945, -3.810], [0.944, 0.650, -2.396], [1.202, -4.031, -2.212], [2.578, -4.387, -1.662], [3.389, -4.698, -2.802], [0.907, -4.884, -2.823], [1.235, -3.116, -2.805], [0.440, -3.882, -1.447], [2.655, -5.150, -0.887], [2.977, -3.495, -1.181], [4.194, -5.089, -2.454], [3.414, 4.938, 2.680], [2.186, 4.144, 3.155], [1.927, 3.122, 2.224], [3.176, 5.644, 1.884], [4.155, 4.220, 2.329], [3.843, 5.549, 3.474], [1.356, 4.841, 3.273], [2.401, 3.592, 4.070], [1.354, 3.512, 1.560], [-3.132, -3.132, -0.864], [-3.927, -3.514, 0.419], [-3.753, -4.889, 0.716], [-3.190, -2.053, -1.012], [-3.519, -3.567, -1.785], [-2.089, -3.386, -0.677], [-4.994, -3.395, 0.232], [-3.571, -2.867, 1.221], [-4.349, -5.088, 1.442], [0.014, -0.944, 5.240], [0.727, -1.658, 4.123], [0.604, -3.056, 4.249], [-1.018, -1.256, 5.084], [0.060, 0.129, 5.053], [0.284, -1.307, 6.232], [1.768, -1.339, 4.179], [0.411, -1.250, 3.163], [-0.319, -3.282, 4.385]]}

=====

Energy ordering: <two> at the bottom, the next structure 1.713 eV above.